[1]
# C40H34Br2O3P2S2Ta

A molecular structure, C40H34Br2O3P2S2Ta (ωB97M-V with the def2-TZVPD basis set, the OMol25 dataset).

Element x y z (Å)
Ta1 0.3260 0.4278 -1.2972
S1 0.1378 1.9520 0.6136
P1 0.1026 0.0352 1.4546
C1 -0.4316 -1.1092 0.2542
P2 -2.0911 -0.7788 -0.2251
S2 -2.0171 0.3250 -1.9689
C2 -2.9479 -2.3265 -0.5427
C3 -4.1543 -2.3127 -1.2405
C4 -4.8593 -3.4925 -1.4047
C5 -4.3648 -4.6759 -0.8689
C6 -3.1622 -4.6866 -0.1777
C7 -2.4452 -3.5095 -0.0150
C8 -3.1815 0.1341 0.8990
C9 -3.3877 1.5033 0.7615
C10 -4.2085 2.1685 1.6592
C11 -4.8211 1.4726 2.6908
C12 -4.6241 0.1045 2.8214
C13 -3.8093 -0.5684 1.9273
C14 1.7617 -0.4312 1.9804
C15 2.5096 0.4576 2.7504
C16 3.7475 0.0684 3.2327
C17 4.2291 -1.2043 2.9540
C18 3.4817 -2.0872 2.1890
C19 2.2435 -1.7048 1.6969
C20 -0.8276 0.1475 2.9970
C21 -1.2544 1.3529 3.5374
C22 -1.8961 1.3545 4.7679
C23 -2.1068 0.1632 5.4450
C24 -1.6735 -1.0402 4.9027
C25 -1.0314 -1.0527 3.6769
H1 -4.5318 -1.3827 -1.6496
H2 -5.7944 -3.4895 -1.9484
H3 -4.9215 -5.5948 -0.9974
H4 -2.7781 -5.6116 0.2311
H5 -1.4942 -3.5017 0.5031
H6 -2.9261 2.0469 -0.0510
H7 -4.3725 3.2321 1.5454
H8 -5.4614 1.9941 3.3901
H9 -5.1125 -0.4443 3.6159
H10 -3.6664 -1.6380 2.0218
H11 2.1211 1.4483 2.9609
H12 4.3374 0.7556 3.8253
H13 5.1952 -1.5082 3.3349
H14 3.8681 -3.0727 1.9663
H15 1.6496 -2.3755 1.0892
H16 -1.0931 2.2804 3.0038
H17 -2.2327 2.2900 5.1949
H18 -2.6098 0.1681 6.4033
H19 -1.8317 -1.9691 5.4346
H20 -0.6755 -1.9825 3.2472
C26 0.0771 -3.2840 -4.5262
C27 -0.2305 -1.9433 -3.8971
O1 0.3961 -1.8310 -2.5950
H21 -0.4598 -3.3739 -5.4701
H22 -0.2304 -4.1006 -3.8728
H23 1.1446 -3.3810 -4.7384
H24 -1.2973 -1.8288 -3.7203
H25 0.1074 -1.1231 -4.5317
H26 1.2767 -2.2212 -2.6622
Br1 6.3081 3.9604 2.2704
C28 5.0013 3.6058 0.9480
C29 4.4018 4.6591 0.2729
C30 3.4477 4.3853 -0.6954
C31 3.0823 3.0782 -0.9755
C32 3.6916 2.0331 -0.2901
C33 4.6652 2.2955 0.6688
C34 3.4002 0.5992 -0.5645
O2 4.1717 -0.2876 -0.3531
O3 2.1298 0.3301 -0.9835
H27 4.6830 5.6790 0.4950
H28 2.9876 5.2004 -1.2379
H29 2.3550 2.8830 -1.7533
H30 5.1412 1.4742 1.1862
Br2 2.6181 3.3968 -7.0063
C35 1.9194 2.4391 -5.5349
C36 2.6542 1.3910 -4.9929
C37 2.1518 0.7122 -3.8976
C38 0.9161 1.0455 -3.3273
C39 0.1921 2.0852 -3.9221
C40 0.6880 2.7908 -5.0119
H31 3.6125 1.1232 -5.4166
H32 2.7465 -0.0875 -3.4680
H33 -0.7846 2.3642 -3.5356
H34 0.1220 3.5992 -5.4544

Atomic forces in eV per Å
Ta -1.31 -1.24 0.33
S 0.10 0.07 -0.40
P 0.09 -0.64 0.56
C -0.04 1.84 -0.71
P 0.15 -0.46 0.11
S -0.37 0.18 -0.41
C 0.06 0.08 -0.08
C 0.03 -0.02 0.04
C -0.02 0.07 -0.03
C 0.02 -0.02 0.01
C -0.02 -0.03 -0.01
C 0.05 0.02 -0.06
C 0.09 -0.07 -0.09
C -0.05 -0.03 0.01
C -0.01 0.04 0.00
C 0.01 0.00 -0.03
C -0.02 -0.07 0.04
C 0.01 0.03 -0.03
C -0.10 0.06 0.04
C -0.04 -0.02 -0.07
C -0.02 0.04 0.04
C 0.01 -0.05 -0.01
C 0.01 -0.02 0.00
C -0.03 0.05 0.04
C -0.07 0.06 -0.12
C 0.01 -0.08 -0.02
C -0.01 0.01 0.02
C -0.01 0.00 0.04
C 0.03 -0.06 -0.05
C 0.06 0.04 0.02
H -0.05 -0.02 -0.01
H 0.00 -0.01 0.00
H 0.01 0.00 0.01
H -0.01 0.00 0.00
H -0.01 0.01 0.00
H 0.03 0.00 0.00
H -0.01 0.00 0.01
H -0.01 0.00 -0.01
H 0.00 0.02 0.01
H -0.01 -0.01 0.02
H 0.05 0.01 0.03
H 0.00 0.01 0.01
H 0.01 0.01 -0.01
H 0.00 0.00 0.00
H 0.02 -0.02 0.00
H -0.03 0.01 0.01
H 0.00 0.00 0.00
H 0.01 0.02 0.00
H -0.01 0.01 0.02
H -0.03 -0.03 0.03
C 0.01 0.08 0.10
C -0.02 -0.17 -0.15
O 0.05 0.64 0.22
H 0.02 -0.02 -0.02
H -0.01 -0.01 -0.01
H -0.01 -0.03 -0.02
H 0.01 0.02 0.05
H -0.02 0.01 0.02
H 0.04 0.04 0.13
Br -0.07 -0.02 -0.05
C 0.04 0.02 0.07
C -0.01 -0.03 -0.02
C -0.04 0.04 -0.02
C 0.00 -0.04 -0.01
C -0.05 0.04 -0.24
C 0.04 -0.04 0.01
C 0.53 -0.09 0.67
O -0.14 -0.04 -0.30
O 1.52 -0.16 -0.03
H 0.01 0.00 0.01
H 0.01 0.00 0.00
H -0.03 -0.04 -0.02
H 0.01 0.01 -0.04
Br -0.04 -0.05 0.06
C -0.02 0.06 -0.06
C 0.01 -0.05 0.03
C -0.01 -0.01 0.01
C -0.49 0.05 0.34
C -0.05 -0.10 0.12
C 0.05 0.06 -0.09
H 0.00 0.01 -0.01
H 0.04 0.01 -0.03
H 0.01 0.04 -0.03
H -0.01 0.00 0.01

Results
LUMO: -3.69 eV
HOMO: -11.22 eV
Total charge: +1

[2]
# C21H31N5O3

C21H31N5O3 in the gas phase (ωB97M-V with the def2-TZVPD basis set, the OMol25 dataset).

Element x y z (Å)
C1 -0.5429 5.5149 -3.9281
C2 -1.6462 5.5627 -2.8753
C3 -1.7947 4.2788 -2.0582
C4 -2.5255 4.4554 -0.7259
C5 -2.2476 3.1385 -0.0134
C6 -0.7442 2.8841 -0.2975
O1 0.0528 3.4155 0.7400
C7 -0.4633 1.3823 -0.3742
O2 0.0821 0.8080 0.5584
N1 -0.8807 0.7320 -1.4783
C8 -0.7340 -0.7068 -1.6066
C9 0.7122 -1.0911 -1.9156
N2 0.8770 -2.5367 -1.9503
C10 0.4496 -3.1627 -3.0696
O3 -0.0280 -2.5588 -4.0193
C11 0.5326 -4.6629 -3.1441
C12 1.2398 -5.2644 -4.1750
C13 1.2516 -6.6557 -4.3197
N3 0.5909 -7.5000 -3.5291
C14 -0.0943 -6.8973 -2.5714
C15 -0.1776 -5.5223 -2.3089
N4 -0.9960 -5.2920 -1.2169
C16 -1.3762 -6.4845 -0.8520
N5 -0.8758 -7.5016 -1.6129
C17 -1.1257 -8.9214 -1.4922
C18 1.6033 -3.1831 -0.8471
C19 0.9314 -2.8815 0.4873
C20 3.0774 -2.7868 -0.8605
C21 -0.4571 3.6732 -1.5976
H1 -0.5223 6.4354 -4.5121
H2 0.4396 5.3899 -3.4728
H3 -0.6928 4.6870 -4.6256
H4 -1.4270 6.3792 -2.1789
H5 -2.6025 5.8084 -3.3429
H6 -2.3355 3.5372 -2.6617
H7 -2.0768 5.2869 -0.1755
H8 -3.5904 4.6641 -0.8443
H9 -2.4212 3.1527 1.0617
H10 -2.8581 2.3458 -0.4533
H11 0.3213 2.6508 1.2773
H12 -1.3102 1.2547 -2.2214
H13 -1.0428 -1.1757 -0.6727
H14 -1.3820 -1.0524 -2.4096
H15 1.0028 -0.6721 -2.8786
H16 1.3573 -0.6831 -1.1404
H17 1.7767 -4.6495 -4.8841
H18 1.8202 -7.1029 -5.1251
H19 -2.0324 -6.6899 -0.0189
H20 -1.6617 -9.1058 -0.5638
H21 -1.7215 -9.2800 -2.3305
H22 -0.1819 -9.4628 -1.4781
H23 1.5384 -4.2530 -1.0275
H24 1.4692 -3.3889 1.2892
H25 0.9305 -1.8111 0.7056
H26 -0.0959 -3.2452 0.4760
H27 3.6114 -3.3178 -0.0719
H28 3.5368 -3.0355 -1.8181
H29 3.2062 -1.7179 -0.6842
H30 0.0344 3.0713 -2.3628
H31 0.2380 4.4668 -1.3160

Atomic forces in eV per Å
C -0.14 -0.07 -0.13
C 0.13 0.05 0.18
C 0.26 0.14 0.03
C -0.27 -0.09 -0.14
C 0.11 0.03 0.04
C -0.03 0.02 -0.01
O 0.03 -0.07 0.04
C -0.07 0.08 -0.12
O 0.08 -0.02 0.10
N -0.03 0.00 0.02
C 0.02 0.02 -0.04
C -0.04 -0.02 0.04
N 0.09 0.02 0.02
C -0.10 -0.07 0.12
O -0.01 0.07 -0.10
C -0.01 -0.07 -0.06
C -0.01 -0.03 0.07
C -0.07 0.01 0.06
N 0.02 0.05 -0.03
C 0.03 -0.02 -0.01
C 0.05 0.05 -0.06
N 0.05 -0.01 0.02
C -0.02 -0.01 0.01
N 0.00 0.06 -0.02
C -0.01 0.00 0.02
C -0.06 0.04 -0.03
C 0.02 -0.03 -0.02
C -0.04 -0.01 -0.01
C -0.02 -0.07 0.02
H 0.00 0.00 0.00
H -0.01 0.00 0.00
H -0.01 0.00 0.00
H 0.00 0.01 0.00
H -0.01 0.00 -0.01
H -0.01 -0.02 0.01
H 0.02 -0.01 0.00
H 0.01 0.01 0.01
H -0.01 -0.01 -0.01
H -0.03 -0.01 0.00
H 0.00 0.02 -0.01
H 0.01 0.00 -0.01
H -0.01 -0.02 0.00
H -0.01 -0.01 0.02
H 0.01 0.03 -0.02
H 0.00 0.01 -0.03
H 0.01 0.00 0.00
H 0.02 -0.02 -0.01
H -0.01 -0.01 0.00
H 0.00 0.00 -0.01
H 0.00 0.00 -0.01
H 0.00 0.00 0.00
H 0.02 -0.03 0.03
H 0.00 0.01 0.02
H 0.00 -0.02 0.02
H 0.01 0.00 0.01
H 0.01 0.00 0.00
H 0.00 -0.01 0.00
H 0.00 0.01 0.01
H 0.03 0.01 0.00
H -0.03 0.02 -0.01

Results
LUMO: 0.52 eV
HOMO: -9.11 eV
SMILES string: CC[C@@H]1CC[C@@](O)(C(=O)NCCN(C(=O)c2ccnc3c2ncn3C)C(C)C)C1
Total charge: 0

[3]
# C28H28N2ReSi

A molecular structure, C28H28N2ReSi (ωB97M-V with the def2-TZVPD basis set, the OMol25 dataset).

Element x y z (Å)
C1 0.8437 2.2553 3.2295
C2 1.2293 2.3792 1.8467
C3 0.0365 2.6492 1.0842
H1 2.2386 2.3482 1.4583
C4 -1.0885 2.6181 1.9808
C5 -0.5836 2.4038 3.3138
H2 -1.1746 2.3857 4.2235
H3 1.5205 2.1093 4.0653
H4 -0.0008 2.8777 0.0257
H5 -2.1194 2.8084 1.7117
Re1 -0.1027 0.7695 2.0405
C6 -0.2197 0.0131 0.1258
H6 -1.1025 0.3755 -0.4118
H7 -0.2365 -1.0641 0.2985
H8 0.7052 0.3399 -0.3630
Si1 -0.3067 -1.0305 -3.1807
C7 1.3404 -0.8852 -4.0037
C8 2.1036 0.2926 -3.8723
H9 1.6940 1.1531 -3.3357
C9 3.3952 0.3540 -4.4121
H10 3.9771 1.2736 -4.3160
C10 3.9311 -0.7643 -5.0612
H11 4.9459 -0.7273 -5.4530
C11 3.1723 -1.9343 -5.2009
H12 3.5852 -2.8016 -5.7269
C12 1.8833 -2.0038 -4.6581
H13 1.2888 -2.9203 -4.7251
C13 -1.4414 0.2287 -3.8924
C14 -1.1842 0.7561 -5.1720
H14 -0.3728 0.3426 -5.7764
C15 -1.9382 1.8317 -5.6559
H15 -1.7205 2.2426 -6.6467
C16 -2.9505 2.3839 -4.8608
H16 -3.5014 3.2564 -5.2147
C17 -3.2525 1.8264 -3.6092
H17 -4.0563 2.2483 -3.0005
C18 -2.5127 0.7369 -3.1329
H18 -2.7412 0.2880 -2.1643
H19 0.0415 -0.6845 -1.8032
H20 -0.9009 -2.3923 -3.0404
C19 -3.6886 -1.0429 3.9164
C20 -3.1568 -1.8605 4.9215
C21 -1.7799 -2.0604 4.9582
C22 -0.9532 -1.4054 4.0429
N1 -1.4797 -0.5554 3.1143
C23 -2.8305 -0.4161 3.0194
C24 0.5068 -1.4818 4.0586
C25 1.2557 -2.2287 4.9755
C26 2.6430 -2.1557 4.9627
C27 3.2668 -1.3572 3.9991
C28 2.4891 -0.6343 3.1059
N2 1.1347 -0.6779 3.1532
H21 -4.7616 -0.8688 3.8294
H22 -3.8022 -2.3216 5.6642
H23 -1.2982 -2.6981 5.6985
H24 -3.1911 0.2207 2.2106
H25 0.7056 -2.8341 5.6886
H26 3.2332 -2.7016 5.6979
H27 4.3508 -1.2645 3.9356
H28 2.9316 0.0049 2.3331

Atomic forces in eV per Å
C 0.01 1.85 0.51
C 0.02 1.79 0.21
C 0.16 1.23 -0.18
H -0.09 -0.07 -0.02
C 0.22 1.81 0.26
C 0.37 1.76 0.48
H 0.11 -0.15 -0.16
H -0.18 -0.15 -0.16
H -0.03 -0.25 0.13
H 0.07 -0.12 -0.02
Re -0.72 -7.65 1.20
C 0.05 0.45 0.00
H 0.26 -0.18 -0.04
H -0.04 -0.16 -0.28
H -0.24 -0.23 -0.13
Si 0.19 -0.37 -0.16
C 0.45 -0.54 -0.15
C 0.30 -0.47 -0.30
H 0.08 -0.16 -0.24
C -0.35 -0.10 0.19
H -0.12 -0.33 -0.05
C -0.34 -0.15 0.02
H -0.25 0.01 0.01
C 0.01 0.00 0.07
H -0.10 0.38 0.24
C 0.35 0.50 -0.06
H 0.31 0.27 -0.11
C -0.57 0.38 -0.16
C -0.26 0.29 0.27
H -0.25 0.18 0.19
C -0.04 -0.12 0.20
H -0.13 -0.12 0.41
C 0.16 -0.22 0.10
H 0.10 -0.30 0.08
C 0.15 -0.13 -0.02
H 0.21 -0.13 -0.26
C 0.22 0.51 -0.61
H -0.06 0.14 -0.16
H -0.22 -0.04 -0.02
H 0.20 0.10 -0.31
C 0.04 0.07 -0.09
C 0.16 0.27 -0.36
C 0.46 0.06 -0.21
C -1.11 0.43 -0.02
N -0.43 -0.09 -0.22
C 0.51 -0.32 0.45
C 1.31 0.35 -0.02
C -0.58 0.23 -0.36
C 0.01 0.16 -0.20
C 0.05 0.13 -0.09
C -0.36 -0.26 0.21
N 0.14 -0.05 -0.33
H 0.33 -0.12 0.04
H 0.10 0.03 -0.18
H -0.45 0.12 -0.13
H 0.03 -0.16 0.30
H 0.40 0.00 -0.02
H -0.16 0.10 -0.23
H -0.30 -0.13 0.08
H -0.16 -0.33 0.38

Results
2S+1: 4
LUMO (alpha / beta): -7.15 / -8.76 eV
HOMO (alpha / beta): -12.81 / -12.80 eV
Total charge: +2

Table of relative energy (zero: lowest compared OMol25 entry of this formula, charge and spin) (kJ/mol), in record order: 211.7 5.9 0.0